A molecular structure, C43H60N5P2PbSi. Source: OMol25; level of theory: ωB97M-V/def2-TZVPD.

XYZ file:
```
112
C43H60N5P2PbSi ωB97M-V/def2-TZVPD
Pb 0.0803 1.5083 -0.2569
C -1.1076 0.4627 -4.0994
Si -0.1036 0.1017 -2.5455
C 1.6988 -0.0292 -3.1244
C 2.0287 0.0175 -4.4818
C 3.3443 0.1486 -4.9042
C 4.3647 0.2548 -3.9711
C 4.0690 0.1793 -2.6162
C 2.7516 0.0272 -2.1893
P 2.3141 -0.3177 -0.4479
C 2.7621 -2.1285 -0.3956
C 1.9522 -2.9084 0.6666
C 2.7079 -4.1342 1.1959
C 3.4595 -4.8293 0.0647
C 4.5279 -3.8944 -0.5452
C 4.2557 -2.4133 -0.2358
C 3.5541 0.5610 0.6043
C 3.7298 2.0406 0.1674
C 3.9639 2.9687 1.3668
C 4.8483 2.2694 2.3956
C 4.0887 1.0985 3.0395
C 3.0756 0.4714 2.0654
C -0.8042 -1.5817 -1.9659
C -0.5718 -2.7252 -2.7402
C -1.1527 -3.9445 -2.4286
C -1.9816 -4.0525 -1.3168
C -2.2171 -2.9420 -0.5255
C -1.6478 -1.7065 -0.8457
P -1.8954 -0.2597 0.2397
C -2.0621 -0.8713 1.9603
C -2.2145 0.3344 2.9198
C -1.8169 -0.0392 4.3609
C -2.1111 -1.5117 4.6370
C -1.2245 -2.4073 3.7510
C -0.8836 -1.7245 2.4152
C -3.5126 0.6104 -0.0323
C -4.8004 -0.1475 0.3204
C -5.2091 -1.2258 -0.6986
C -4.7985 -0.8593 -2.1350
C -4.7454 0.6573 -2.2957
C -3.6111 1.2464 -1.4479
H -1.0298 -0.3808 -4.7925
H -2.1681 0.6007 -3.8729
H -0.7538 1.3591 -4.6208
H 1.2443 -0.0363 -5.2287
H 3.5728 0.1821 -5.9621
H 5.3887 0.3914 -4.2941
H 4.8725 0.2506 -1.8924
H 2.4619 -2.4681 -1.3909
H 1.7001 -2.2570 1.5020
H 1.0078 -3.2296 0.2162
H 3.4161 -3.8359 1.9749
H 2.0014 -4.8222 1.6641
H 3.9272 -5.7436 0.4302
H 2.7392 -5.1289 -0.7030
H 5.5183 -4.1525 -0.1655
H 4.5598 -4.0284 -1.6284
H 4.5618 -2.1838 0.7889
H 4.8548 -1.7941 -0.9052
H 4.5115 0.0435 0.5318
H 4.5788 2.1136 -0.5139
H 2.8636 2.3909 -0.3977
H 4.4253 3.8952 1.0245
H 3.0065 3.2383 1.8270
H 5.7440 1.8975 1.8883
H 5.1859 2.9673 3.1614
H 4.7981 0.3432 3.3833
H 3.5496 1.4514 3.9222
H 2.8988 -0.5725 2.3411
H 2.1136 0.9851 2.1471
H 0.0853 -2.6543 -3.6041
H -0.9600 -4.8123 -3.0473
H -2.4389 -5.0017 -1.0669
H -2.8380 -3.0477 0.3559
H -2.9698 -1.4802 2.0007
H -1.5900 1.1641 2.5716
H -3.2501 0.6852 2.9022
H -0.7483 0.1422 4.5126
H -2.3516 0.5994 5.0651
H -1.9454 -1.7440 5.6891
H -3.1689 -1.7074 4.4371
H -0.2960 -2.6450 4.2753
H -1.7316 -3.3557 3.5586
H -0.0191 -1.0638 2.5425
H -0.6124 -2.4667 1.6697
H -3.4034 1.4206 0.6958
H -4.7454 -0.5721 1.3244
H -5.5869 0.6114 0.3639
H -4.7808 -2.1917 -0.4304
H -6.2927 -1.3466 -0.6437
H -3.8073 -1.2673 -2.3592
H -5.4950 -1.3002 -2.8484
H -4.5854 0.9291 -3.3410
H -5.7034 1.0949 -2.0001
H -2.6698 1.1030 -1.9849
H -3.7569 2.3236 -1.3475
N -1.6508 5.3600 3.2614
C -1.0245 4.1762 3.1925
N -1.0534 3.7309 1.9584
C -1.7263 4.7128 1.2962
N -2.1076 5.7222 2.0549
C -2.0123 4.7226 -0.1535
C -2.9137 5.6621 -0.6637
N -3.1755 5.7610 -1.9595
C -2.5356 4.9161 -2.7648
C -1.6782 3.9554 -2.2623
N -1.4119 3.8502 -0.9616
H -1.7911 5.9664 4.0516
H -0.5711 3.6863 4.0409
H -3.4362 6.3324 0.0069
H -2.7213 5.0036 -3.8292
H -1.1849 3.2444 -2.9191
```

Properties
HOMO energy, Eh: -0.3667
E_tot, a.u.: -3113.24229
Charge: +1
LUMO energy, eV: -2.32


12 unconnected molecules or ions with the total composition C43H65F21O29 at a distorted geometry. Source: OMol25; level of theory: ωB97M-V/def2-TZVPD.

XYZ file:
```
158
C43H65F21O29 ωB97M-V/def2-TZVPD
C 0.6121 8.8809 -4.2195
C 0.4075 7.3830 -4.0046
O -1.0595 7.0902 -4.3373
C -1.2597 5.8149 -4.4511
O -0.6530 4.8780 -4.0305
C -2.5782 5.6557 -5.3082
F -3.4343 6.5798 -4.8939
F -2.2770 5.9312 -6.6106
F -3.1353 4.5188 -5.2063
H 0.2848 9.0640 -5.2803
H 1.6425 9.1730 -4.0192
H -0.0848 9.4557 -3.6815
H 0.4252 7.0418 -2.9407
H 1.0224 6.7986 -4.7258
C -1.7926 5.9753 -0.6957
C -0.5962 5.3870 -0.0444
O -0.0463 6.1836 1.0404
C 0.5661 7.2870 0.7168
O 0.6572 7.8031 -0.3898
C 1.2055 7.9711 1.9459
F 2.4868 7.4940 2.0505
F 1.2798 9.2535 1.6608
F 0.5708 7.7852 3.1070
H -2.5039 6.3630 0.0568
H -2.1297 5.1231 -1.3271
H -1.5602 6.7437 -1.3612
H 0.2161 5.3328 -0.7203
H -0.7046 4.4448 0.5695
C 4.1316 -0.5303 2.0217
C 5.1732 -1.4529 2.7478
O 4.6429 -2.0873 3.9362
C 4.7627 -1.2635 5.0091
O 5.3588 -0.2352 5.0345
C 4.2232 -1.9797 6.2794
F 4.0781 -1.0607 7.2211
F 3.0538 -2.5888 6.0799
F 5.0623 -2.9305 6.6529
H 4.5192 0.2792 1.4383
H 3.4559 -0.0731 2.7147
H 3.6351 -1.1279 1.2886
H 6.0024 -0.9292 3.1039
H 5.4173 -2.2945 2.1196
C -4.6785 -3.0464 -0.8912
C -4.5626 -1.9400 0.1701
O -5.1479 -2.4726 1.4922
C -5.0540 -1.7327 2.5200
O -4.5715 -0.6016 2.6796
C -5.5883 -2.4683 3.8208
F -6.2219 -1.6571 4.6790
F -6.3541 -3.5027 3.5552
F -4.5499 -2.9693 4.4727
H -4.8728 -3.9933 -0.3962
H -3.7049 -3.1199 -1.3495
H -5.5098 -2.9338 -1.5989
H -4.9639 -0.8763 -0.0358
H -3.5444 -1.7636 0.4054
C -3.6215 3.1280 4.3359
C -2.8608 3.0882 3.0827
O -1.4570 3.2715 3.2969
C -0.8394 2.1247 3.5503
O -1.3484 1.0538 3.5779
C 0.6431 2.4418 3.7123
F 1.3357 1.3579 3.8922
F 1.0410 3.0627 2.5654
F 0.9109 3.3418 4.6196
H -3.4301 2.2831 4.9591
H -4.6918 3.1370 4.1984
H -3.3700 4.0752 4.8259
H -3.2347 3.9260 2.4312
H -3.1932 2.1530 2.5550
C 0.5880 -6.7678 -4.6222
C -0.4249 -5.8111 -3.8900
O 0.2712 -4.5996 -3.5840
C -0.4692 -3.7010 -2.9683
O -1.5436 -3.9334 -2.5090
C 0.2144 -2.3623 -2.7110
F 1.1691 -2.0233 -3.6110
F -0.5634 -1.3101 -2.5527
F 0.8674 -2.5551 -1.5335
H -0.0319 -7.6170 -5.0603
H 1.2974 -7.2194 -3.8158
H 1.1491 -6.3300 -5.4226
H -0.7638 -6.3141 -2.9332
H -1.3775 -5.5341 -4.4636
C -0.5508 -1.1067 1.2334
C -0.6237 0.2516 0.6080
O 0.7230 0.6376 0.1742
C 0.8019 1.8560 -0.3634
O -0.1608 2.4897 -0.7091
C 2.2371 2.4269 -0.5919
F 2.4385 3.4926 0.2227
F 3.2105 1.5192 -0.2649
F 2.4885 2.8121 -1.8540
H -0.3689 -1.9334 0.5391
H -1.4823 -1.3055 1.7602
H 0.2272 -1.0446 1.9619
H -0.9883 0.9772 1.3083
H -1.2870 0.3324 -0.2648
C -3.6599 -5.5436 2.0734
O -2.6509 -5.8508 1.0882
C -1.8589 -4.7855 0.7740
O -2.0211 -3.6497 1.1312
O -0.7465 -5.1093 0.1554
C -0.4233 -6.4255 -0.2209
H -4.0482 -4.5227 1.8998
H -3.2001 -5.6236 3.0925
H -4.3868 -6.3502 1.9676
H 0.5943 -6.4198 -0.5990
H -1.0455 -6.7564 -1.0809
H -0.5687 -7.1577 0.5765
C 5.3482 4.3369 -4.8659
O 4.5501 5.3186 -4.1390
C 4.5399 5.1588 -2.8203
O 4.9064 4.2488 -2.1559
O 4.0905 6.2891 -2.3649
C 3.8894 6.3900 -0.9358
H 5.9461 4.9742 -5.4779
H 4.7317 3.6509 -5.3502
H 6.0690 3.8053 -4.2454
H 3.4693 7.3772 -0.7288
H 4.8733 6.2690 -0.3955
H 3.1482 5.6833 -0.5335
C 4.8012 -5.2444 -2.2383
O 4.6755 -4.6121 -0.9512
C 3.5477 -4.7643 -0.2954
O 2.7795 -5.7028 -0.3625
O 3.3328 -3.6627 0.4474
C 2.3334 -3.6934 1.4807
H 5.7528 -5.7588 -2.2735
H 4.9950 -4.4403 -2.9770
H 3.8283 -5.7373 -2.3881
H 1.5491 -4.4231 1.2295
H 1.8705 -2.7355 1.5994
H 2.8706 -4.0803 2.3609
C 1.5900 -6.4394 4.1031
O 1.1720 -5.1034 4.2674
C -0.1152 -4.8063 4.0235
O -0.9171 -5.6211 3.6007
O -0.2868 -3.5483 4.2849
C -1.6182 -3.0063 4.1589
H 2.6581 -6.3968 4.5404
H 1.6276 -6.5950 2.9986
H 0.9788 -7.1002 4.6623
H -1.6067 -2.0261 4.6365
H -2.3043 -3.6781 4.6462
H -1.9343 -2.8352 3.1421
C -3.8901 -2.7987 -4.1179
O -3.7483 -1.6732 -3.2362
C -3.0419 -0.6072 -3.6918
O -2.5273 -0.5709 -4.8067
O -3.1419 0.3830 -2.8359
C -2.5157 1.6344 -3.2816
H -3.1468 -2.8680 -4.8983
H -4.8833 -2.7525 -4.5721
H -3.8046 -3.6797 -3.4869
H -2.8772 1.9148 -4.3285
H -1.4418 1.4291 -3.4346
H -2.7927 2.4606 -2.6063
```

Properties
HOMO energy, Eh: -0.3936
SMILES string: CCOC(=O)C(F)(F)F.CCOC(=O)C(F)(F)F.CCOC(=O)C(F)(F)F.CCOC(=O)C(F)(F)F.CCOC(=O)C(F)(F)F.CCOC(=O)C(F)(F)F.CCOC(=O)C(F)(F)F.COC(=O)OC.COC(=O)OC.COC(=O)OC.COC(=O)OC.COC(=O)OC
E_tot, a.u.: -5956.68468
Charge: 0
LUMO energy, eV: 0.39
Relative energy (zero: lowest compared OMol25 entry of this formula, charge and spin), kcal/mol: 0.0


Question: Among the records above, which one has the lowest E_tot?
Answer: C43H65F21O29